Entry 1:
Density functional theory data (ωB97M-V/def2-TZVPD) for a molecular structure, C26H72AsF6N6O6 at a distorted geometry.

Geometry (Å):
C -1.1146 4.8809 -0.7963
N -1.9365 5.1396 0.4958
C -1.8109 3.8791 1.4599
C -1.1109 6.2358 1.2474
C -3.4265 5.5124 0.1496
C -3.5712 6.9003 -0.5562
O -3.3790 6.5708 -1.8903
H -1.5945 3.9780 -1.1738
H -0.0876 4.6298 -0.5311
H -1.1776 5.7715 -1.4217
H -0.7555 3.6836 1.6498
H -2.1523 3.0697 0.8146
H -2.2824 3.8305 2.4414
H -1.6285 6.4009 2.1923
H -1.0396 7.2508 0.8565
H -0.1159 5.8220 1.4117
H -3.7094 5.6176 1.1969
H -3.9679 4.6836 -0.3066
H -2.8558 7.6138 -0.1473
H -4.5669 7.3400 -0.4986
H -3.5823 7.3249 -2.4485
C -4.5418 -4.1459 0.9694
N -4.0081 -3.0977 -0.0643
C -3.8397 -1.7724 0.7575
C -2.7078 -3.6907 -0.5867
C -5.1812 -3.0370 -1.0704
C -4.9807 -2.0880 -2.2818
O -3.9684 -2.5841 -3.1376
H -4.6789 -5.0557 0.3850
H -5.4676 -3.7853 1.4177
H -3.7974 -4.1368 1.7656
H -3.1432 -1.9804 1.5698
H -4.8251 -1.4371 1.0810
H -3.4605 -1.0839 0.0024
H -2.0737 -3.8395 0.2873
H -2.3300 -2.8904 -1.2229
H -2.7393 -4.6370 -1.1268
H -6.0610 -2.6523 -0.5547
H -5.4724 -4.0238 -1.4302
H -4.8517 -1.0404 -2.0100
H -5.9044 -2.0913 -2.8605
H -3.8743 -2.1091 -3.9666
C 2.6240 -6.3076 0.0694
N 2.7651 -5.0875 1.0211
C 3.9017 -5.4383 1.9563
C 3.1424 -3.8328 0.1730
C 1.4520 -4.8745 1.8404
C 1.1395 -5.7825 3.0743
O 0.7641 -7.1084 2.5352
H 1.6850 -6.2460 -0.4807
H 2.6480 -7.1893 0.7096
H 3.5467 -6.2926 -0.5108
H 4.8052 -5.6030 1.3693
H 3.5995 -6.3220 2.5184
H 4.0479 -4.6317 2.6748
H 4.1074 -4.1145 -0.2483
H 3.2179 -3.0167 0.8916
H 2.4096 -3.6076 -0.6018
H 0.6683 -4.9326 1.0850
H 1.4426 -3.8494 2.2109
H 0.2507 -5.3354 3.5195
H 1.8673 -5.8649 3.8816
H 1.0380 -7.8238 3.1138
C 5.6939 5.0069 -1.9640
N 4.8535 3.7416 -2.0027
C 3.7256 3.9985 -3.0422
C 5.7493 2.5776 -2.5387
C 4.3640 3.4548 -0.5756
C 3.7207 2.0831 -0.1925
O 2.4862 1.8003 -0.9087
H 5.0761 5.8007 -1.5439
H 6.1910 5.1805 -2.9184
H 6.4850 4.7219 -1.2706
H 4.1582 4.4465 -3.9368
H 3.1274 4.8616 -2.7504
H 3.1638 3.1073 -3.3219
H 6.1738 2.8312 -3.5101
H 5.2616 1.6069 -2.4505
H 6.6077 2.5218 -1.8692
H 3.6054 4.2248 -0.4346
H 5.1931 3.7261 0.0779
H 3.5151 2.0563 0.8776
H 4.4904 1.3413 -0.4055
H 2.0923 0.9635 -0.6512
C 0.1296 -2.5979 -3.6554
C 0.9327 -1.4041 -4.0765
O 2.1589 -1.2734 -3.8058
N 0.1590 -0.2542 -4.7399
H 0.7501 0.1347 -5.4607
H -0.6768 -0.5170 -5.2424
C -0.3232 0.7505 -3.6577
H -0.1230 -2.9740 -4.6468
H -0.6672 -2.4224 -2.9327
H 0.7357 -3.3985 -3.2314
H -0.8163 0.2035 -2.8541
H -0.9838 1.5034 -4.0876
H 0.6153 1.2350 -3.3882
C 0.3601 1.5370 4.1171
C -0.3767 0.3614 4.5737
O 0.1068 -0.7557 4.5413
N -1.8698 0.4682 4.9211
H -1.9274 1.1222 5.6885
H -2.4236 0.8447 4.1650
C -2.4895 -0.9008 5.3330
H 1.2982 1.2064 3.6712
H 0.6833 2.0912 4.9983
H -0.1235 2.1034 3.3212
H -2.5275 -1.5341 4.4467
H -3.4957 -0.6389 5.6603
H -2.0384 -1.4755 6.1419
As -0.0105 -0.7139 0.3645
F -1.4318 -0.7742 -0.6934
F -0.4376 0.9739 0.8793
F 1.4623 -0.7623 1.4234
F 0.3678 -2.4148 -0.0381
F 0.8954 -0.1963 -1.0414
F -0.9977 -1.2757 1.7663

Results
lowest unoccupied orbital energy = -10.766 eV
charge = +5
highest occupied orbital energy = -20.07 eV

Entry 2:
Density functional theory data (ωB97M-V/def2-TZVPD) for 13 unconnected molecules or ions with the total composition C14H54N22O13 at a distorted geometry.

Geometry (Å):
O -0.8147 -3.5375 1.8968
H -1.5086 -2.9213 1.6622
H -0.2182 -3.0292 2.4464
C -1.9396 -1.2099 -5.2949
O -1.1489 -1.2246 -6.2399
N -1.6685 -1.5911 -4.1381
N -3.1529 -0.8578 -5.3365
H -2.3594 -1.2344 -3.4934
H -0.7744 -2.0341 -3.9818
H -3.4634 -0.2779 -6.1030
H -3.7181 -0.9475 -4.5043
C 4.7370 -1.3286 2.7407
O 4.0808 -1.0350 3.7130
N 6.0349 -1.3814 2.6935
N 4.2289 -1.7177 1.5849
H 6.4438 -1.4557 3.6141
H 6.3773 -1.9922 1.9657
H 3.2272 -1.7535 1.4614
H 4.8516 -2.1709 0.9314
C 1.2172 3.9266 3.2810
O 0.7158 2.9172 3.6831
N 1.6405 4.9583 3.9993
N 1.3832 4.2566 2.0278
H 2.2080 5.4935 3.3577
H 1.7135 4.9223 5.0060
H 1.7552 5.1167 1.6511
H 1.3522 3.4981 1.3617
C 1.8919 -4.4594 -0.1795
O 2.9918 -4.3707 -0.7209
N 1.6227 -5.0566 0.9673
N 0.8422 -3.7913 -0.5731
H 2.4446 -5.4567 1.3966
H 0.7692 -4.8765 1.4764
H 0.8143 -3.3969 -1.5025
H -0.0041 -3.8243 -0.0227
C -3.6650 -1.4694 2.4474
O -2.7101 -1.4357 1.7521
N -4.0710 -0.6012 3.3188
N -4.5454 -2.3530 2.3256
H -3.5452 0.1844 3.6745
H -4.9564 -0.7731 3.7734
H -4.3571 -3.2893 1.9969
H -5.2804 -2.3203 3.0176
C 0.3656 -0.4792 3.5298
O 0.3472 -1.5805 3.1612
N -0.6012 0.3866 3.3885
N 1.3291 0.0996 4.1517
H -0.5583 1.3059 3.8046
H -1.3794 0.0082 2.8676
H 1.3355 1.0915 3.9619
H 2.1969 -0.3988 4.2880
C 2.7258 3.5576 -1.3229
O 1.7824 4.2852 -1.1056
N 2.8531 2.4707 -1.9906
N 3.8559 3.7180 -0.7734
H 2.1145 1.7894 -2.0923
H 3.7871 2.1385 -1.7974
H 3.9261 4.5981 -0.2828
H 4.4770 2.9472 -0.5731
C -4.0318 -1.3405 -1.5981
O -4.3876 -1.1482 -2.6740
N -3.8187 -0.4365 -0.7326
N -3.9017 -2.4617 -1.0510
H -4.0336 0.4885 -1.0767
H -3.4109 -0.6239 0.1722
H -4.0313 -3.3643 -1.4853
H -3.9108 -2.2773 -0.0580
C -2.8486 3.1918 1.3315
O -3.1496 2.9382 0.1533
N -3.3684 2.6134 2.2722
N -1.9691 4.0238 1.6876
H -4.1737 2.1134 1.9236
H -3.1904 2.6836 3.2639
H -1.3832 4.2662 0.9015
H -1.6814 4.0962 2.6531
C 2.1367 -2.3152 -3.5700
O 1.3749 -1.9837 -2.7219
N 2.2586 -1.8004 -4.7799
N 3.0895 -3.1695 -3.3318
H 3.1441 -2.0132 -5.2168
H 1.6241 -1.1175 -5.1686
H 3.8746 -3.0336 -3.9526
H 3.1468 -3.5723 -2.4074
C -1.9239 2.8003 -3.0540
O -3.1136 2.8985 -3.3731
N -1.1437 1.8249 -3.5094
N -1.3613 3.5749 -2.2113
H -1.4032 1.1615 -4.2254
H -0.1887 1.7798 -3.1841
H -0.4013 3.2946 -2.0702
H -1.9931 4.1805 -1.7071
C -0.8132 0.1458 -0.0036
C 0.5470 0.4785 -0.4881
C 1.7012 -0.2714 0.2046
O 0.6173 0.4487 -1.9143
H -0.9290 0.3219 1.0658
H -1.1092 -0.8647 -0.2854
H -1.4036 0.7461 -0.6959
H 0.6243 1.5605 -0.3815
H 1.4501 -0.3863 1.2590
H 2.6940 0.1719 0.1271
H 1.8343 -1.2542 -0.2476
H 0.9575 -0.4061 -2.1887

Results
lowest unoccupied orbital energy = -0.148 eV
highest occupied orbital energy = -8.17 eV

Entry 3:
Density functional theory data (ωB97M-V/def2-TZVPD) for a single C19H32N4O4 molecule.

Geometry (Å):
C 1.8599 2.2053 6.4034
C 2.5887 2.2983 5.0704
O 1.7487 1.9141 3.9842
C 1.6386 0.5841 3.7674
O 2.2327 -0.2575 4.4021
N 0.8238 0.3031 2.7234
C -0.0045 1.2749 2.0428
C -1.4731 1.0547 2.3998
C -1.8987 -0.3802 2.0613
N -1.8372 -0.6167 0.6292
C -2.6246 0.0022 -0.2710
C -2.7935 -0.1794 -1.6463
N -2.2768 -1.0413 -2.5404
C -2.3556 -0.7419 -3.9545
C -1.1533 0.0859 -4.4201
C 0.1729 -0.6705 -4.2826
N 0.4829 -1.0601 -2.9119
C 1.2900 -2.2663 -2.8106
C 2.5800 -2.3339 -3.6348
C 0.8433 0.0266 -2.0158
C 2.1810 0.7375 -2.2422
C -3.7972 0.8939 -1.7242
O -4.4892 1.3541 -2.6035
C -3.5703 1.1277 -0.2432
O -3.9358 1.9193 0.5979
C -0.9666 -1.3661 2.7689
C 0.4979 -1.0728 2.4294
H 1.6014 1.1695 6.6091
H 0.9504 2.8012 6.3781
H 2.5038 2.5720 7.1975
H 2.8765 3.3285 4.8496
H 3.4754 1.6563 5.0803
H 0.1372 1.1525 0.9628
H 0.3151 2.2748 2.3292
H -1.6137 1.2124 3.4699
H -2.1041 1.7646 1.8676
H -2.9312 -0.5298 2.4100
H -1.3976 -1.4758 0.3341
H -1.3905 -1.4814 -2.2978
H -2.3875 -1.6899 -4.4996
H -3.2805 -0.1934 -4.1386
H -1.1266 1.0202 -3.8577
H -1.2882 0.3398 -5.4724
H 0.9713 -0.0607 -4.7304
H 0.0941 -1.5923 -4.8650
H 0.6506 -3.1047 -3.1171
H 1.5348 -2.4056 -1.7540
H 2.3672 -2.2609 -4.6982
H 3.2709 -1.5410 -3.3676
H 3.0663 -3.2887 -3.4505
H 0.0419 0.7683 -2.0723
H 0.8356 -0.3831 -0.9993
H 2.2855 1.0548 -3.2766
H 2.2248 1.6212 -1.6103
H 3.0185 0.0960 -1.9820
H -1.1059 -1.2672 3.8458
H -1.2115 -2.3933 2.4908
H 0.6891 -1.2543 1.3650
H 1.1625 -1.7051 3.0206

Results
lowest unoccupied orbital energy = 0.425 eV
highest occupied orbital energy = -7.81 eV

Entry 4:
Density functional theory data (ωB97M-V/def2-TZVPD) for a single ClO2PS molecule at a distorted geometry.

Geometry (Å):
O 2.1011 0.6041 0.0615
S 0.8306 -0.0237 -0.2111
O 0.6475 -1.3895 0.1549
P -0.8442 1.2580 -0.1054
Cl -2.7351 -0.4489 0.1000

Results
lowest unoccupied orbital energy (spin up / spin down) = -2.747 / -2.746 eV
highest occupied orbital energy (spin up / spin down) = -10.03 / -10.03 eV

Entry 5:
Density functional theory data (ωB97M-V/def2-TZVPD) for a molecular structure, C33H39BCdN4O2P2 at a distorted geometry.

Geometry (Å):
Cd -0.9388 1.9452 -3.2759
C -1.8812 2.0546 -5.3595
C -2.0574 0.7420 -4.9432
C -1.1622 -0.4023 -5.3509
C 0.3427 -0.0445 -5.3541
C 0.7936 0.8649 -4.2265
C 0.9191 2.2458 -4.4171
C 0.5645 2.9059 -5.7390
C -0.8173 2.5221 -6.3398
C 1.8505 0.9311 3.9475
H -2.7141 2.7615 -5.2537
H -3.0251 0.4359 -4.5243
H -1.4359 -0.8079 -6.3454
H -1.3327 -1.2371 -4.6465
H 0.9086 -0.9891 -5.2729
H 0.6083 0.3837 -6.3352
H 1.4265 0.3873 -3.4735
H 1.6056 2.8212 -3.7834
H 1.3324 2.7051 -6.5074
H 0.5843 3.9983 -5.5768
H -1.2039 3.4444 -6.8055
H -0.6724 1.8040 -7.1624
H 2.3271 1.8238 4.3751
H 1.4343 1.1971 2.9669
H 2.6100 0.1525 3.8195
P 1.5245 -0.3665 0.4206
P -1.1756 -1.0658 0.7190
N 2.6254 0.8094 -0.2613
N 2.8103 -1.5432 0.7806
N -1.8662 0.3132 -0.2547
N -2.6979 -1.9160 0.8807
C 0.8777 -1.1414 -1.0982
C -0.4330 -1.8843 -0.7562
C 2.6968 2.1341 0.1962
C 3.7126 2.7799 -0.4848
C 4.2830 1.8394 -1.4064
C 3.5892 0.6457 -1.2633
C 3.7891 -1.3095 1.7595
C 4.4880 -2.4887 1.9821
C 3.9505 -3.4804 1.0967
C 2.9223 -2.8781 0.3841
C -2.0037 1.5816 0.3331
C -2.5085 2.4565 -0.5924
C -2.6640 1.7438 -1.8507
C -2.2555 0.4110 -1.5728
C -3.7216 -2.2151 -0.0273
C -4.7189 -2.9255 0.6391
C -4.2933 -3.0696 2.0096
C -3.0648 -2.4421 2.1308
H 1.5956 -1.8261 -1.5704
H 0.6853 -0.3178 -1.8052
H -1.1331 -1.9007 -1.6037
H -0.2326 -2.9383 -0.4935
H 2.0054 2.4655 0.9561
H 4.0245 3.8020 -0.3342
H 5.1099 2.0216 -2.0775
H 3.7038 -0.2997 -1.7727
H 3.8956 -0.3296 2.2031
H 5.2835 -2.6211 2.6977
H 4.2789 -4.5026 1.0010
H 2.2648 -3.2815 -0.3714
H -1.7686 1.7015 1.3857
H -2.7898 3.4941 -0.4264
H -3.4011 2.0016 -2.6125
H -2.3913 -0.4703 -2.1930
H -3.6534 -1.9045 -1.0607
H -5.6372 -3.3135 0.2114
H -4.8233 -3.5915 2.7979
H -2.3934 -2.3123 2.9636
O 0.5828 -0.8966 5.3104
B 0.7340 0.4320 4.8836
O -0.2050 1.2624 5.5078
C -0.8685 0.4653 6.4082
C -1.5375 0.8825 7.5388
C -1.6544 -0.0347 8.5929
C -1.1739 -1.3383 8.4745
C -0.5537 -1.7840 7.2995
C -0.3815 -0.8652 6.2874
H -1.9064 1.9034 7.6041
H -2.1356 0.2894 9.5176
H -1.2773 -2.0279 9.3128
H -0.1794 -2.7990 7.1875

Results
lowest unoccupied orbital energy (spin up / spin down) = 0.374 / 0.374 eV
highest occupied orbital energy (spin up / spin down) = -4.66 / -4.66 eV

Entry 6:
Density functional theory data (ωB97M-V/def2-TZVPD) for a molecular structure, C25H14Cl5O2PSbSe4Ta at a distorted geometry.

Geometry (Å):
Ta 2.3836 0.7369 -0.6396
O 1.4916 1.7863 3.1086
C 1.1270 1.4300 2.0406
O 2.0507 0.9115 1.1276
C -0.2301 1.6638 1.4588
C -0.8828 2.7909 1.9558
C -2.0162 3.2650 1.3155
C -2.5526 2.5590 0.2506
C -1.9845 1.3511 -0.1494
C -0.7821 0.9190 0.3923
P 0.3659 -0.5623 -0.3238
C -0.5085 -1.4953 1.0010
C -0.1536 -1.3391 2.3446
C -0.8682 -1.9710 3.3444
C -1.9585 -2.7635 3.0126
C -2.3411 -2.8923 1.6880
C -1.6373 -2.2459 0.6816
C -0.4146 -0.9483 -1.9119
C -0.9184 0.0494 -2.7492
C -1.5724 -0.2790 -3.9246
C -1.6983 -1.6138 -4.2884
C -1.1260 -2.6067 -3.5065
C -0.4845 -2.2826 -2.3220
H -0.4644 3.3121 2.8065
H -2.4656 4.1940 1.6421
H -3.4169 2.9321 -0.2827
H -2.4765 0.7676 -0.9138
H 0.7089 -0.7534 2.6291
H -0.5672 -1.8531 4.3766
H -2.5075 -3.2739 3.7922
H -3.1972 -3.4975 1.4214
H -1.9625 -2.3530 -0.3428
H -0.8449 1.0983 -2.4950
H -1.9707 0.5196 -4.5361
H -2.2378 -1.8799 -5.1874
H -1.1875 -3.6452 -3.8022
H -0.0568 -3.0655 -1.7061
Cl 2.7348 -0.4528 -2.2846
C 3.0867 -1.0413 -0.8088
C 1.9771 -1.5019 -0.1642
C 2.3927 -2.1281 1.1045
Cl 1.6953 -3.6399 1.5283
C 3.4904 -1.6585 1.7973
Cl 4.0023 -2.3562 3.2764
C 4.1671 -0.5198 1.2656
Cl 5.2557 0.4577 2.1516
C 3.9907 -0.3085 -0.0822
Cl 4.4097 1.1092 -0.7376
Se -1.6669 3.8797 -3.3122
Sb 0.0753 4.2431 -1.7214
Se -0.5947 6.0786 -0.2876
Se 1.0200 6.4595 -1.9131
Se 1.3213 2.4135 -1.1201

Results
lowest unoccupied orbital energy = -8.443 eV
charge = +2
highest occupied orbital energy = -13.26 eV

no.,total energy (eV)
1,-126449.301
2,-74798.240
3,-34372.700
4,-36738.466
5,-68724.293
6,-371593.189